A molecular structure, C23H21BIrN6 in a non-equilibrium geometry. Source: the OMol25 dataset; level of theory: ωB97M-V/def2-TZVPD.

Structure (ORCA input):
```
! RIJCOSX wB97M-V def2-TZVPD def2/J DEFGRID3
* xyz 1 5
N 8.806 14.606 7.264
H 5.199 13.286 11.848
H 7.353 17.491 7.578
H 6.246 15.744 11.415
C 8.537 11.055 8.237
C 10.541 8.860 7.805
H 6.727 7.780 5.698
C 10.071 9.286 9.086
C 7.459 15.849 6.001
N 7.851 13.399 9.855
H 13.263 15.075 8.579
H 9.043 16.590 10.115
H 8.292 13.911 5.333
Ir 9.313 12.962 8.428
C 10.569 8.762 10.272
C 7.524 9.302 6.952
N 10.861 12.978 7.412
H 12.335 6.149 8.873
H 6.818 12.640 6.664
C 8.245 14.681 6.053
C 11.314 7.670 7.769
N 7.707 14.742 10.252
C 7.618 10.677 7.202
C 9.160 10.360 9.241
C 6.020 13.550 11.176
C 6.634 14.815 11.030
H 12.686 13.398 6.688
N 10.028 14.625 9.412
C 11.442 7.704 10.168
H 9.140 10.733 10.265
H 5.455 9.366 4.257
C 12.301 14.609 8.493
H 11.710 7.317 6.842
C 11.247 15.101 9.290
C 6.014 11.102 5.409
H 10.213 9.092 11.247
C 6.759 8.839 5.894
N 8.461 15.696 7.961
H 8.148 8.602 7.484
H 6.763 11.581 10.196
H 6.947 16.166 5.119
C 6.013 9.743 5.071
C 12.004 13.659 7.498
C 11.755 7.091 8.952
H 11.337 16.014 9.901
B 8.688 15.625 9.456
C 6.790 11.552 6.489
C 6.852 12.687 10.466
H 10.185 9.344 6.917
H 11.877 7.342 11.056
H 5.423 11.846 4.879
C 7.649 16.474 7.214
*
```

Results
LUMO energy (spin up / spin down), eV: -3.9 / -5.2
Max |F|, eV/Å: 3.7
Electronic energy, a.u.: -1346.4018
Gap between HOMO and LUMO (spin up / spin down), eV: 5.84 / 6.12
⟨S²⟩: 6.09
HOMO energy (spin up / spin down), eV: -9.75 / -11.29